# 1
15
Properties=species:S:1:pos:R:3:forces:R:3:nbo_charge:R:1 method="wB97M-V/def2-TZVPD" smiles="C=C1NC1(C)C" e_tot_ha=-250.5536 charge=0 lumo_ev=0.996 e_above_lowest_kj_mol=297.5 largest_force_ev_per_a=5.67 homo_ev=-8.734
C -1.393709 -0.055850 -1.983316 3.159 4.231 0.821 -0.489
C -0.517185 0.247011 -0.993083 0.016 -0.239 0.540 0.176
N 0.299843 1.356472 -0.591252 -0.786 -1.023 -0.476 -0.623
C 0.294210 0.106722 0.283897 -0.856 0.021 0.240 0.088
C 1.441488 -0.910555 0.545990 -1.964 -0.802 0.610 -0.626
C -0.517474 0.334440 1.605676 -2.477 1.521 -4.864 -0.598
H -1.468278 0.729822 -2.775898 -0.122 -0.669 0.748 0.199
H -1.829094 -0.937333 -2.203352 -1.335 -2.889 -0.082 0.205
H 0.994808 1.507682 -1.329177 0.341 -0.273 0.760 0.374
H 2.200165 -0.654134 1.310238 -1.129 0.170 0.367 0.222
H 2.089520 -1.001176 -0.274174 0.404 -0.637 -1.721 0.214
H 0.860053 -1.917359 0.797852 1.713 1.975 -0.496 0.225
H -0.027804 0.874664 2.308514 1.683 1.539 2.141 0.209
H -0.914946 -0.538130 1.955853 -0.336 -2.746 1.155 0.208
H -1.511598 0.857724 1.342232 1.690 -0.179 0.258 0.215



# 2
35
Properties=species:S:1:pos:R:3:forces:R:3:nbo_charge:R:1 method="wB97M-V/def2-TZVPD" e_tot_ha=-785.1362 charge=-1 lumo_ev=2.990 e_above_lowest_kj_mol=270.0 largest_force_ev_per_a=2.81 homo_ev=-5.710
C 0.287676 -2.547413 1.128759 -0.957 0.903 -1.088 -0.616
C 0.192861 -0.997003 0.883523 -0.666 -1.393 2.110 -0.074
C -0.671257 -0.264270 1.961447 0.488 1.190 -0.411 -0.451
C -1.674125 0.818647 1.435798 1.717 -0.895 -2.036 -0.078
O -2.336867 0.203156 0.293933 -1.561 0.109 0.968 -0.747
N 1.547105 -0.432703 0.893314 -0.481 -0.268 -2.190 -0.666
C 1.687333 0.587775 -0.223897 0.624 -1.172 0.305 0.131
O 1.875751 0.049934 -1.496109 0.747 0.046 0.878 -0.861
H 1.009866 -2.864252 1.850495 0.367 -0.026 0.798 0.190
H -0.725232 -2.914732 1.350345 0.405 -0.107 0.113 0.206
H 0.562147 -2.977328 0.152995 -0.021 -0.018 0.294 0.221
H -0.356069 -1.034502 -0.033357 0.069 0.846 -1.018 0.215
H -1.236117 -0.934665 2.590283 -0.359 -0.532 0.048 0.188
H 0.062830 0.200595 2.614795 -0.049 0.219 0.291 0.233
H -2.288403 1.207248 2.255767 -0.332 -0.131 -0.402 0.169
H -1.264282 1.658872 0.816993 0.365 -0.618 1.875 0.171
H -3.022082 -0.383769 0.642081 0.135 -0.091 -0.286 0.462
H 2.095799 -1.240762 0.548890 0.220 0.915 0.230 0.358
H 0.818987 1.205475 -0.307172 -1.150 0.527 0.667 0.110
H 2.487574 1.240115 0.190404 0.264 -0.223 -1.085 0.124
H 1.381739 -2.520887 -2.211181 0.037 0.174 0.013 0.446
H 1.088093 -0.759238 -2.024563 0.672 -1.612 0.205 0.518
O 0.738084 -1.888918 -2.542929 -0.041 1.470 0.289 -1.125
H -0.805345 -2.234079 -2.255877 -0.118 -0.261 0.176 0.510
H -2.019041 -1.491649 -1.709624 -0.142 -0.009 0.086 0.451
O -1.756155 -2.385035 -1.952600 0.078 0.216 -0.100 -1.021
H -2.030670 2.879228 -0.524260 0.222 0.457 -0.013 0.472
H -0.546170 2.776044 -0.445103 0.331 0.271 -0.421 0.471
O -1.246563 3.433021 -0.356233 -0.478 -0.411 -0.060 -0.930
H 0.326411 2.760491 1.777956 0.312 0.290 0.766 0.468
H 1.710078 2.257988 1.844467 0.263 -0.103 0.382 0.472
O 1.089433 2.754673 2.395402 -0.606 -0.135 -1.053 -0.940
H 0.354672 1.108888 -3.674692 0.413 -0.278 0.357 0.460
H 1.622069 1.081984 -2.606352 -1.540 0.355 -1.064 0.508
O 1.039869 1.647073 -3.263697 0.770 0.298 0.376 -1.043



# 3
94
Properties=species:S:1:pos:R:3:forces:R:3:lowdin_charge:R:1 method="wB97M-V/def2-TZVPD" e_tot_ha=-5974.7703 charge=-1 lumo_ev=-0.677 largest_force_ev_per_a=9.09 homo_ev=-6.665
N -4.188672 3.557681 -5.492344 0.822 1.566 -2.976 0.039
C -3.932814 4.194125 -6.631798 -0.253 -1.065 1.702 -0.287
C -4.737368 5.474627 -7.133267 1.475 -0.663 -0.159 -0.250
Ga -6.693283 5.570442 -6.518414 1.022 1.389 -0.755 0.084
Cl -7.829491 6.645024 -8.217377 0.421 -0.669 0.857 0.030
N -6.995404 6.637253 -4.916809 5.322 1.686 1.712 0.037
C -5.897551 7.177201 -4.525807 -1.503 1.656 -0.988 -0.398
O -4.953155 7.926513 -4.219305 -3.697 -3.573 -0.897 0.012
S -7.721795 3.530831 -6.164573 -5.095 -1.921 -0.936 0.663
O -7.773110 2.760891 -7.458910 1.141 1.243 3.268 -0.422
O -9.131631 3.830236 -5.667958 4.060 -0.717 -0.669 -0.434
F -7.020071 2.609166 -4.903739 -0.798 0.879 -1.732 -0.331
H -3.526022 2.758183 -5.395838 -0.592 0.749 -0.063 0.043
H -3.057137 3.767946 -7.245919 -1.318 0.943 0.395 0.102
H -4.165812 6.392422 -6.729072 -0.913 -1.266 -0.527 0.065
H -4.681539 5.553214 -8.286582 -0.088 -0.244 1.872 0.060
O -3.456284 1.061004 -2.170736 -4.367 1.013 -0.318 -0.228
P -3.919750 1.561241 -0.797213 8.476 -1.286 3.027 0.756
O -2.734759 2.714434 -0.655521 -0.649 0.469 -0.347 -0.241
C -2.913843 3.926092 -1.374932 0.032 0.476 -0.223 -0.297
C -4.044607 4.757524 -0.797552 -0.066 0.071 0.037 -0.080
O -3.155134 0.330771 0.019113 -1.319 -0.138 0.197 -0.282
C -2.827603 -0.906634 -0.598893 0.305 -0.198 -0.124 -0.290
C -1.395172 -0.880026 -1.098919 0.164 0.066 -0.059 -0.069
O -4.488178 2.136960 0.713421 -2.033 -0.176 -2.392 -0.246
C -4.229533 1.514029 1.967217 -0.417 -0.585 0.606 -0.290
C -2.841425 1.830366 2.490520 0.316 0.272 -0.245 -0.072
H -3.092687 3.708659 -2.432788 0.005 0.029 0.010 0.101
H -1.977758 4.486372 -1.305778 0.022 -0.192 0.058 0.117
H -5.007913 4.254629 -0.930647 -0.004 0.068 -0.051 0.072
H -4.099419 5.731264 -1.290037 -0.023 -0.096 -0.041 0.079
H -3.904804 4.910595 0.275324 0.038 -0.010 -0.087 0.075
H -3.537805 -1.158539 -1.389439 0.164 0.175 -0.025 0.107
H -2.923836 -1.684093 0.165693 -0.051 0.138 0.114 0.114
H -1.209497 -0.030966 -1.760336 -0.205 -0.098 -0.049 0.075
H -1.155077 -1.801764 -1.634629 0.022 0.037 0.046 0.074
H -0.701270 -0.776843 -0.259938 -0.067 -0.094 0.007 0.069
H -4.425746 0.441697 1.919728 0.202 0.085 -0.050 0.110
H -4.963584 1.918810 2.670724 -0.094 0.165 -0.230 0.116
H -2.052538 1.535642 1.797460 -0.177 -0.111 0.000 0.060
H -2.668670 1.319765 3.441007 -0.128 0.015 -0.006 0.079
H -2.729889 2.907543 2.648200 -0.092 -0.104 0.057 0.080
O 1.843700 -3.446337 -1.565611 2.536 0.961 -3.625 -0.231
P 2.948646 -4.498826 -1.715468 -3.066 -4.268 7.288 0.742
O 1.946795 -5.818431 -1.799689 0.239 0.340 -0.982 -0.231
C 1.288292 -6.061932 -3.036487 -0.244 -0.196 -0.271 -0.299
C 2.260855 -6.508448 -4.113209 0.079 -0.027 -0.053 -0.089
O 3.274767 -4.538485 -0.086731 0.985 0.383 -0.754 -0.278
C 2.924473 -3.470637 0.784854 -0.286 0.131 0.360 -0.289
C 1.587315 -3.751833 1.446604 -0.152 -0.097 0.025 -0.063
O 4.260232 -5.574685 -1.956453 -0.639 2.478 -2.014 -0.247
C 5.105577 -6.067641 -0.921178 0.879 0.123 0.484 -0.289
C 4.461086 -7.198578 -0.142985 -0.465 -0.144 -0.111 -0.071
H 0.744634 -5.165382 -3.351395 -0.020 -0.022 0.034 0.110
H 0.552146 -6.850320 -2.860503 0.077 0.097 0.164 0.119
H 2.958592 -5.704309 -4.368774 -0.023 -0.024 -0.049 0.068
H 1.726774 -6.795847 -5.022108 0.009 0.062 0.054 0.078
H 2.856939 -7.356958 -3.769712 -0.085 0.059 -0.015 0.079
H 2.936599 -2.510391 0.264443 -0.167 -0.164 -0.026 0.103
H 3.698786 -3.416224 1.556643 0.088 -0.152 -0.098 0.112
H 0.803200 -3.955738 0.714123 0.123 0.194 -0.066 0.076
H 1.277296 -2.906878 2.066571 0.019 -0.030 -0.025 0.067
H 1.656580 -4.639599 2.081066 0.080 0.087 0.012 0.077
H 5.448878 -5.257053 -0.276602 -0.204 -0.103 0.031 0.111
H 6.002827 -6.455308 -1.413174 -0.146 0.092 -0.265 0.116
H 3.509046 -6.912652 0.305531 0.153 0.144 -0.018 0.069
H 5.126084 -7.536906 0.655080 0.079 0.058 -0.099 0.080
H 4.251177 -8.044978 -0.804143 0.135 0.068 0.040 0.080
O 1.508992 0.592969 5.341171 0.259 -3.622 2.718 -0.231
P 2.953415 0.077850 5.377666 2.497 6.557 -5.720 0.738
O 3.644374 1.488421 5.912721 -0.201 -0.611 0.861 -0.230
C 3.517926 1.795356 7.294946 0.061 0.207 0.300 -0.302
C 4.341712 0.856008 8.157452 0.059 -0.072 0.044 -0.090
O 3.181800 0.282889 3.745256 0.122 -1.237 0.578 -0.277
C 2.098987 0.354248 2.824424 -0.282 0.298 -0.354 -0.289
C 1.734985 1.802485 2.553968 -0.001 0.176 0.025 -0.061
O 4.513512 -0.626207 5.457854 -2.517 -1.136 1.737 -0.248
C 5.371194 -0.826126 4.337886 0.325 -0.665 -0.706 -0.288
C 6.084568 0.447168 3.926042 -0.099 0.425 0.242 -0.069
H 2.463215 1.767152 7.587404 0.006 0.034 -0.023 0.109
H 3.871751 2.820362 7.431697 -0.044 -0.059 -0.188 0.119
H 3.953963 -0.166493 8.103746 0.012 0.016 0.052 0.067
H 4.320862 1.172329 9.203243 -0.044 -0.017 -0.059 0.077
H 5.379283 0.826773 7.817204 -0.095 0.040 0.025 0.079
H 1.243692 -0.231579 3.168339 0.066 0.203 0.094 0.103
H 2.437581 -0.107500 1.891654 0.168 -0.034 0.105 0.112
H 1.524561 2.349215 3.475861 -0.110 -0.202 0.004 0.076
H 0.861680 1.865948 1.900395 0.050 -0.008 0.023 0.075
H 2.567782 2.319674 2.069984 -0.045 -0.106 -0.045 0.078
H 4.833152 -1.291945 3.510756 -0.007 0.230 0.032 0.105
H 6.123271 -1.556728 4.651130 -0.155 0.004 0.277 0.116
H 5.395442 1.256855 3.683611 -0.055 -0.201 -0.048 0.070
H 6.715086 0.263175 3.053052 -0.020 -0.119 0.066 0.081
H 6.716525 0.810994 4.742096 0.007 -0.134 -0.080 0.079